C24H27CrF3N4O2P | ωB97M-V with the def2-TZVPD basis set

E_LUMO (alpha / beta) = -6.880 / -6.952 eV
E_tot = -2985.277135 Ha
expectation value of S² = 3.79
energy above the lowest of the compared OMol25 structures with the same formula, charge and spin = 0.067 eV
HOMO-LUMO gap (alpha / beta) = 8.5938 / 8.6136 eV

Structure (ORCA input):
```
! RIJCOSX wB97M-V def2-TZVPD def2/J DEFGRID3
* xyz 2 4
Cr 0.338 -0.258 -0.441
O -0.693 2.046 2.673
C -0.180 1.485 1.752
N -0.724 0.469 0.954
C -2.037 -0.001 1.107
O -2.868 0.386 1.872
C -2.297 -1.155 0.163
C -3.493 -1.837 0.186
C -3.645 -2.937 -0.649
C -2.586 -3.317 -1.464
C -1.423 -2.575 -1.440
N -1.280 -1.501 -0.650
C 1.216 1.836 1.285
C 1.946 2.822 1.913
C 3.210 3.124 1.428
C 3.694 2.430 0.326
C 2.905 1.456 -0.248
N 1.683 1.153 0.223
H -4.265 -1.500 0.864
H -4.571 -3.498 -0.656
H -2.657 -4.177 -2.116
H -0.583 -2.846 -2.067
H 1.504 3.326 2.762
H 3.810 3.893 1.898
H 4.670 2.639 -0.089
H 3.252 0.906 -1.116
C -2.447 0.058 -3.499
C -1.866 1.397 -3.051
P -0.249 1.347 -2.202
C 0.127 3.109 -1.891
C 0.096 3.994 -3.139
C 0.990 0.776 -3.433
C 1.346 -0.699 -3.212
H -3.364 0.231 -4.060
H -2.699 -0.576 -2.653
H -1.765 -0.484 -4.158
H -2.556 1.913 -2.379
H -1.713 2.046 -3.914
H 1.110 3.150 -1.418
H -0.594 3.464 -1.150
H 0.745 3.618 -3.931
H 0.448 4.991 -2.874
H -0.911 4.104 -3.537
H 1.877 1.402 -3.317
H 0.619 0.933 -4.445
H 1.663 -0.915 -2.171
H 2.197 -1.005 -3.820
H 0.511 -1.358 -3.452
F 2.966 -6.086 2.149
C 3.401 -4.931 2.657
F 4.718 -4.860 2.486
F 3.135 -4.918 3.962
C 2.693 -3.781 1.962
C 3.350 -3.001 1.025
C 2.643 -1.992 0.404
N 1.347 -1.745 0.657
C 0.725 -2.506 1.575
C 1.362 -3.524 2.249
H 4.391 -3.164 0.788
H 3.135 -1.360 -0.322
H -0.308 -2.272 1.788
H 0.827 -4.103 2.989
*
```

List of Löwdin charges in e, atom by atom: Cr 0.728; O 0.184; C -0.398; N 0.005; C -0.407; O 0.183; C -0.181; C 0.053; C 0.019; C -0.005; C -0.099; N -0.019; C -0.163; C 0.056; C 0.020; C -0.003; C -0.112; N -0.021; H 0.144; H 0.135; H 0.130; H 0.122; H 0.144; H 0.135; H 0.130; H 0.120; C -0.111; C -0.350; P 0.962; C -0.365; C -0.113; C -0.347; C -0.127; H 0.093; H 0.045; H 0.077; H 0.103; H 0.088; H 0.067; H 0.100; H 0.078; H 0.090; H 0.076; H 0.089; H 0.104; H 0.029; H 0.103; H 0.068; F 0.182; C -0.602; F 0.175; F 0.183; C -0.053; C 0.056; C -0.084; N -0.028; C -0.063; C 0.060; H 0.141; H 0.106; H 0.123; H 0.148